No. 1
C10H14N3S | ωB97M-V/def2-TZVPD

Geometry as ORCA input:
```
! wB97M-V def2-TZVPD RIJCOSX def2/J DEFGRID3
* xyz 1 1
C -5.23 -0.59 0.68
C -4.71 0.56 0.16
C -3.18 -1.09 0.02
C 1.70 0.95 -0.18
C 2.86 0.76 -0.83
C 4.27 -0.71 0.21
C -2.47 1.13 -0.44
C 5.37 -0.99 1.12
C 0.47 1.41 -0.79
C -0.45 0.23 -0.77
N 4.03 0.43 -0.23
N -4.31 -1.55 0.65
N -3.38 0.25 -0.17
S -2.49 2.69 -0.40
H -6.28 -0.94 0.87
H -5.11 1.48 -0.16
H -2.18 -1.59 -0.21
H 1.95 0.75 0.89
H 3.03 1.04 -2.00
H 3.66 -1.61 0.02
H 5.93 -1.82 0.64
H 4.89 -1.27 2.04
H 6.06 -0.20 1.22
H 0.07 2.21 -0.13
H 0.59 1.80 -1.83
H -0.40 -0.45 -1.63
H -0.34 -0.47 0.11
H -4.34 -2.41 1.14
*
```

Summary:
* relative energy (zero: lowest compared OMol25 entry of this formula, charge and spin): 4.3839 eV
* energy: -951.47042 Ha


No. 2
C6H14O | ωB97M-V/def2-TZVPD

Geometry as ORCA input:
```
! wB97M-V def2-TZVPD RIJCOSX def2/J DEFGRID3
* xyz 0 1
C -0.71 0.28 -1.43
C -0.72 -0.94 -0.84
C 0.40 -1.48 0.00
C 0.41 -0.89 1.48
C -0.88 -0.95 2.19
C -1.22 -2.52 2.39
H 0.21 0.63 -1.90
H -1.61 0.88 -1.39
H -1.67 -1.49 -0.92
H 1.36 -1.59 -0.53
H 0.28 -2.56 0.22
H 1.02 0.02 1.64
H 1.08 -1.61 1.94
H -1.11 -0.50 3.17
H -1.76 -0.59 1.65
H -1.97 -2.65 3.17
H -1.51 -3.02 1.41
H -0.30 -3.10 2.67
O 2.27 5.51 -3.34
H 1.76 5.41 -4.15
H 2.48 4.61 -3.08
*
```

Summary:
* relative energy (zero: lowest compared OMol25 entry of this formula, charge and spin): 2.8215 eV
* SMILES: C=CCCCC.O
* energy: -312.15135 Ha


No. 3
C5H13NO2 | ωB97M-V/def2-TZVPD

Geometry as ORCA input:
```
! wB97M-V def2-TZVPD RIJCOSX def2/J DEFGRID3
* xyz 0 1
C 2.78 -0.45 -1.16
C 2.18 0.61 -0.45
C 0.80 0.49 0.22
N 0.61 -0.73 0.85
C -0.15 1.52 0.24
C -1.32 1.55 1.25
H 2.35 -1.53 -1.27
H 3.69 -0.32 -1.91
H 2.50 1.59 -0.54
H -0.41 -0.71 1.13
H 1.17 -1.00 1.62
H 0.29 2.46 -0.28
H -0.87 2.01 2.25
H -1.67 0.46 1.59
H -2.16 2.18 0.94
O -1.42 -0.88 -1.77
H -1.13 -0.11 -1.32
H -1.94 -0.46 -2.43
O -2.00 -2.36 0.67
H -1.23 -2.81 0.28
H -2.09 -1.53 0.08
*
```

Summary:
* relative energy (zero: lowest compared OMol25 entry of this formula, charge and spin): 3.5285 eV
* SMILES: C=C/C(N)=C/C.O.O
* energy: -403.44694 Ha


No. 4
C30H32O10 | ωB97M-V/def2-TZVPD

Geometry as ORCA input:
```
! wB97M-V def2-TZVPD RIJCOSX def2/J DEFGRID3
* xyz 0 1
O -0.89 0.80 3.83
C 0.29 0.97 3.52
C 0.82 2.26 2.94
C 2.27 2.38 2.66
C 3.16 1.26 2.70
O 4.35 1.47 2.38
C 2.59 0.08 3.33
C 1.24 -0.06 3.78
H 0.03 2.98 2.95
H 2.59 3.52 2.42
H 3.32 -0.92 3.44
H 0.79 -0.92 4.51
O -3.31 -2.75 1.02
C -3.51 -2.57 -0.14
C -3.57 -3.94 -1.03
C -3.92 -3.63 -2.47
C -4.24 -2.33 -2.99
O -4.26 -2.24 -4.23
C -4.42 -1.24 -2.10
C -3.93 -1.32 -0.69
H -3.14 -4.87 -0.76
H -3.63 -4.64 -2.98
H -4.38 -0.24 -2.51
H -4.03 -0.72 0.14
O 4.72 -0.20 -1.55
C 4.09 0.82 -1.85
C 4.01 2.01 -0.96
C 3.10 3.15 -1.26
C 2.30 3.12 -2.52
O 1.82 4.23 -3.02
C 2.34 2.02 -3.33
C 3.15 0.89 -2.96
H 4.65 2.11 -0.20
H 3.05 3.93 -0.49
H 1.57 1.92 -4.03
H 2.95 0.00 -3.58
O -3.67 1.86 -3.47
C -3.34 2.53 -2.56
C -1.95 2.99 -2.45
C -1.59 3.58 -1.07
C -2.54 4.02 -0.10
O -2.24 4.60 0.89
C -3.97 3.91 -0.47
C -4.30 3.07 -1.57
H -1.10 2.75 -3.08
H -0.60 3.98 -0.83
H -4.66 3.98 0.26
H -5.30 2.81 -1.67
C -0.55 -0.56 -2.04
C -0.44 -0.38 -0.56
C 0.90 0.29 -0.13
O -1.51 0.23 0.12
H 0.37 -1.00 -2.25
H -0.58 0.40 -2.43
H -1.35 -1.09 -2.38
H -0.42 -1.44 -0.31
H 1.87 -0.26 -0.04
H 0.78 0.58 0.98
H 1.09 1.14 -0.64
H -1.65 0.03 1.04
C 2.26 -4.04 3.75
C 2.28 -4.11 2.24
C 1.06 -3.39 1.64
O 3.44 -3.41 1.81
H 1.21 -4.24 3.92
H 2.29 -3.06 4.43
H 3.05 -4.73 4.43
H 2.67 -5.01 1.84
H 1.14 -2.46 1.95
H 0.21 -3.97 1.83
H 1.05 -3.38 0.42
H 4.11 -3.54 2.50
*
```

Summary:
* SMILES: O=C1C=CC(=O)C=C1.O=C1C=CC(=O)C=C1.O=C1C=CC(=O)C=C1.O=C1C=CC(=O)C=C1.CC(C)O.CC(C)O
* energy: -1914.17062 Ha


No. 5
C7H8 | ωB97M-V/def2-TZVPD

Geometry as ORCA input:
```
! wB97M-V def2-TZVPD RIJCOSX def2/J DEFGRID3
* xyz 0 1
C 0.88 2.40 0.45
C 0.57 1.25 0.31
C 0.05 -0.12 0.05
C 0.98 -0.85 -0.95
C -0.06 -0.92 1.36
C -1.27 0.11 -0.57
C -2.31 0.42 -1.08
H 1.12 3.44 0.55
H 1.06 -0.28 -1.88
H 0.57 -1.84 -1.18
H 1.97 -0.97 -0.52
H 0.93 -1.04 1.80
H -0.71 -0.40 2.07
H -0.48 -1.91 1.16
H -3.22 0.74 -1.54
*
```

Summary:
* relative energy (zero: lowest compared OMol25 entry of this formula, charge and spin): 3.8477 eV
* SMILES: C#CC(C)(C)C#C
* energy: -271.39005 Ha


No. 6
C4H8O3 | ωB97M-V/def2-TZVPD

Geometry as ORCA input:
```
! wB97M-V def2-TZVPD RIJCOSX def2/J DEFGRID3
* xyz 0 1
C -1.88 0.68 -0.80
C -0.58 0.29 -0.10
O -0.76 -0.75 0.83
C 0.45 -0.15 -1.13
O 0.81 -1.30 -1.20
H -1.72 1.52 -1.48
H -2.62 0.97 -0.05
H -2.28 -0.17 -1.37
H -0.17 1.16 0.43
H -0.45 -1.55 0.38
H 0.81 0.61 -1.84
C 2.09 -0.34 1.59
O 2.14 0.69 0.96
H 2.03 -1.32 1.10
H 2.12 -0.34 2.70
*
```

Summary:
* relative energy (zero: lowest compared OMol25 entry of this formula, charge and spin): 2.0970 eV
* SMILES: C[C@@H](O)C=O.C=O
* energy: -382.88775 Ha


Number 1: gap between HOMO and LUMO 5.82 eV, E_LUMO -4.901 eV. Number 2: gap between HOMO and LUMO 9.67 eV, E_LUMO 0.760 eV. Number 3: gap between HOMO and LUMO 8.71 eV, E_LUMO 0.539 eV. Number 4: gap between HOMO and LUMO 7.33 eV, E_LUMO -2.567 eV. Number 5: gap between HOMO and LUMO 10.78 eV, E_LUMO 0.950 eV. Number 6: gap between HOMO and LUMO 10.99 eV, E_LUMO 0.812 eV.